1.
2 unconnected molecules or ions with the total composition C2H5N2O in a non-equilibrium geometry. Source: the OMol25 dataset; level of theory: ωB97M-V/def2-TZVPD.

Output
Kohn-Sham gap (alpha / beta): 5.22 / 5.22 eV
Multiplicity: 1
Net charge: +1
Energy above the lowest of the compared OMol25 structures with the same formula, charge and spin: 387.38 kJ/mol
LUMO level (alpha / beta): -0.2794 / -0.2794 hartree

Structure (XYZ):
```
10
C2H5N2O ωB97M-V/def2-TZVPD
C -0.327 -2.388 0.047
C -1.179 -1.261 -0.254
N -0.995 -0.024 -0.027
N 1.345 1.945 0.323
O 0.172 -3.407 0.073
H -2.169 -1.639 -0.722
H -1.707 0.682 -0.165
H 1.607 1.638 -0.632
H 1.963 1.429 0.885
H 1.290 3.026 0.472
```

***

2.
A single C6H10 molecule in a non-equilibrium geometry. Source: the OMol25 dataset; level of theory: ωB97M-V/def2-TZVPD.

Output
Kohn-Sham gap: 9.64 eV
SMILES: C=C(C)C(=C)C
Multiplicity: 1
Net charge: 0
Energy above the lowest of the compared OMol25 structures with the same formula, charge and spin: 154.23 kJ/mol
LUMO level: 0.0342 hartree

Structure (XYZ):
```
16
C6H10 ωB97M-V/def2-TZVPD
C 1.432 0.765 -0.969
C 0.855 -0.069 -0.102
C 1.396 -0.123 1.315
C -0.568 -0.461 -0.306
C -1.115 -1.431 0.432
C -1.516 0.488 -1.007
H 0.987 1.118 -1.888
H 2.334 1.258 -0.623
H 0.866 -0.845 1.928
H 2.464 -0.315 1.343
H 1.248 0.854 1.776
H -2.186 -1.601 0.320
H -0.828 -1.848 1.389
H -2.481 0.545 -0.509
H -1.150 1.507 -1.070
H -1.738 0.158 -2.029
```

***

3.
A molecular structure, C22H29BrF2IMnN2OP2S4Sb in a non-equilibrium geometry. Source: the OMol25 dataset; level of theory: ωB97M-V/def2-TZVPD.

Output
Kohn-Sham gap (alpha / beta): 4.82 / 4.82 eV
Multiplicity: 1
Net charge: +3
Energy above the lowest of the compared OMol25 structures with the same formula, charge and spin: 102.58 kJ/mol
LUMO level (alpha / beta): -0.4139 / -0.4139 hartree

Structure (XYZ):
```
66
C22H29BrF2IMnN2OP2S4Sb ωB97M-V/def2-TZVPD
Mn 0.761 0.911 -0.149
C -1.798 -0.281 -2.427
P -1.307 -0.111 -0.689
C -2.733 0.677 0.091
C -1.214 -1.815 -0.109
C -2.320 -2.561 0.282
C -2.167 -3.902 0.610
C -0.921 -4.506 0.509
C 0.186 -3.762 0.121
C 0.045 -2.407 -0.168
P 1.459 -1.370 -0.647
C 2.828 -2.077 0.327
C 1.861 -1.889 -2.343
H -2.741 -0.829 -2.458
H -1.048 -0.829 -2.993
H -1.951 0.705 -2.868
H -3.602 0.025 0.027
H -2.961 1.596 -0.448
H -2.526 0.922 1.132
H -3.305 -2.113 0.332
H -3.026 -4.482 0.921
H -0.809 -5.560 0.728
H 1.148 -4.254 0.050
H 2.585 -2.049 1.389
H 3.764 -1.550 0.164
H 2.980 -3.109 0.015
H 1.866 -2.979 -2.371
H 2.846 -1.525 -2.639
H 1.124 -1.517 -3.054
S 3.799 3.468 0.501
Sb 5.973 3.451 0.249
S 3.127 1.232 0.285
S 4.272 0.816 -1.198
S 6.075 0.940 -0.459
F -0.424 2.468 0.327
C 0.929 2.745 0.555
F 1.095 2.898 1.870
H 1.236 3.637 0.016
N 0.465 0.175 1.644
C 0.068 -0.030 2.716
N -0.396 -0.310 3.890
C -1.814 -0.692 4.094
C -1.869 -1.885 5.032
O -1.151 -1.623 6.220
C 0.223 -1.393 5.976
C 0.405 -0.149 5.129
H -2.271 -0.935 3.136
H -2.338 0.150 4.550
H -1.470 -2.775 4.529
H -2.901 -2.069 5.323
H 0.672 -2.260 5.475
H 0.698 -1.251 6.944
H 1.451 0.012 4.876
H 0.024 0.715 5.677
Br -1.752 3.649 -2.171
C -0.982 3.626 -3.890
C -1.587 4.369 -4.893
C -1.032 4.399 -6.165
C 0.114 3.672 -6.447
C 0.724 2.919 -5.455
C 0.169 2.914 -4.187
I 1.269 1.797 -2.764
H -2.489 4.923 -4.672
H -1.503 4.996 -6.935
H 0.547 3.691 -7.438
H 1.619 2.352 -5.673
```

***

4.
A single C6H8 molecule in a non-equilibrium geometry. Source: the OMol25 dataset; level of theory: ωB97M-V/def2-TZVPD.

Output
Kohn-Sham gap: 7.83 eV
Multiplicity: 1
Net charge: 0
Energy above the lowest of the compared OMol25 structures with the same formula, charge and spin: 536.39 kJ/mol
LUMO level: 0.0093 hartree

Structure (XYZ):
```
14
C6H8 ωB97M-V/def2-TZVPD
C -1.610 1.196 0.016
C -0.825 -0.034 0.442
C -0.594 -1.199 -0.526
C 0.523 -0.330 -0.095
C 1.885 -0.065 -0.107
C 3.077 0.290 -0.334
H -1.434 1.429 -1.039
H -1.318 2.070 0.607
H -2.688 1.036 0.155
H -0.995 -0.331 1.478
H -0.983 -1.114 -1.545
H -0.645 -2.212 -0.130
H 1.636 -0.748 0.872
H 3.971 0.011 0.207
```

***

5.
A single C5H10FNS molecule in a non-equilibrium geometry. Source: the OMol25 dataset; level of theory: ωB97M-V/def2-TZVPD.

Output
Kohn-Sham gap: 9.82 eV
SMILES: C[C@H]1NC[C@]1(F)CS
Multiplicity: 1
Net charge: 0
Energy above the lowest of the compared OMol25 structures with the same formula, charge and spin: 73.16 kJ/mol
LUMO level: 0.0235 hartree

Structure (XYZ):
```
18
C5H10FNS ωB97M-V/def2-TZVPD
C 1.922 -0.198 -1.187
C 0.544 -0.489 -0.566
N 0.704 -1.286 0.680
C 0.028 -0.216 1.457
C -0.148 0.669 0.193
F 0.696 1.801 0.280
C -1.533 1.068 -0.149
S -2.749 -0.259 -0.460
H 2.638 0.178 -0.459
H 1.803 0.540 -2.030
H 2.383 -1.103 -1.618
H -0.095 -0.921 -1.370
H 0.182 -2.138 0.700
H 0.752 0.161 2.223
H -0.950 -0.543 1.923
H -1.478 1.647 -1.083
H -1.856 1.751 0.649
H -2.842 -0.661 0.815
```

***

6.
A molecular structure, C5H11N4O in a non-equilibrium geometry. Source: the OMol25 dataset; level of theory: ωB97M-V/def2-TZVPD.

Output
Kohn-Sham gap: 8.80 eV
Multiplicity: 1
Net charge: +1
Energy above the lowest of the compared OMol25 structures with the same formula, charge and spin: 582.55 kJ/mol
LUMO level: -0.1200 hartree

Structure (XYZ):
```
21
C5H11N4O ωB97M-V/def2-TZVPD
C -0.724 -1.286 0.144
C -1.090 -0.375 -1.019
C -1.820 0.872 -0.489
C -0.005 0.591 -1.167
C 1.255 -1.402 1.665
N -1.252 -2.362 0.483
N 0.477 -0.739 0.760
N 0.423 1.245 -2.257
N 0.983 0.494 0.035
O -2.635 1.513 -1.368
H -1.641 -0.859 -1.888
H -1.754 1.088 0.526
H 0.893 -2.442 1.689
H 2.362 -1.412 1.483
H 1.032 -1.064 2.651
H -1.177 -2.910 1.231
H 0.407 2.280 -2.319
H 0.597 0.680 -3.125
H 2.039 0.426 -0.047
H 0.965 1.301 0.737
H -3.166 2.329 -0.998
```

***

7.
A molecular structure, C40H35KN3O2P2. Source: the OMol25 dataset; level of theory: ωB97M-V/def2-TZVPD.

Output
Kohn-Sham gap: 6.24 eV
Multiplicity: 1
Net charge: -1
Energy above the lowest of the compared OMol25 structures with the same formula, charge and spin: 75.84 kJ/mol
LUMO level: 0.0848 hartree

Structure (XYZ):
```
83
C40H35KN3O2P2 ωB97M-V/def2-TZVPD
K -1.690 -0.843 -0.518
C 1.160 0.182 -1.963
N 1.270 0.764 -0.610
P 1.557 -0.463 0.589
C 1.246 0.427 2.156
C 2.188 1.223 2.809
C 1.852 1.909 3.965
C 0.564 1.810 4.482
C -0.375 1.010 3.850
C -0.034 0.313 2.697
C 3.386 -0.544 0.593
C 4.180 -0.047 -0.434
C 5.558 -0.226 -0.411
C 6.158 -0.905 0.637
C 5.371 -1.415 1.664
C 3.998 -1.244 1.636
P 0.178 2.069 -0.232
C 1.289 3.313 0.526
C 2.677 3.283 0.398
C 3.464 4.237 1.022
C 2.873 5.234 1.786
C 1.493 5.271 1.920
C 0.707 4.312 1.299
C -0.046 2.799 -1.892
C 0.934 3.535 -2.564
C 0.698 4.016 -3.839
C -0.516 3.756 -4.468
C -1.491 3.022 -3.816
C -1.260 2.558 -2.526
H 1.584 -0.826 -1.949
H 1.712 0.779 -2.690
H 0.133 0.076 -2.319
H 3.188 1.313 2.407
H 2.591 2.530 4.457
H 0.301 2.354 5.381
H -1.383 0.908 4.234
H -0.820 -0.300 2.249
H 3.720 0.485 -1.257
H 6.163 0.167 -1.220
H 7.231 -1.045 0.655
H 5.829 -1.951 2.486
H 3.392 -1.651 2.438
H 3.133 2.486 -0.177
H 4.542 4.192 0.918
H 3.486 5.976 2.282
H 1.027 6.039 2.525
H -0.369 4.329 1.434
H 1.882 3.730 -2.080
H 1.463 4.587 -4.351
H -0.692 4.124 -5.472
H -2.426 2.777 -4.301
H -2.028 1.970 -2.043
C -3.991 -5.150 2.995
C -2.899 -4.807 2.170
C -2.677 -3.497 1.847
C -3.510 -2.442 2.306
C -3.234 -1.084 1.905
C -4.112 -0.162 2.450
C -5.190 -0.488 3.310
C -5.439 -1.786 3.654
C -4.595 -2.807 3.151
C -4.813 -4.170 3.475
H -4.173 -6.188 3.251
H -2.238 -5.580 1.795
H -1.819 -3.235 1.235
H -3.998 0.898 2.216
H -5.831 0.302 3.694
H -6.266 -2.053 4.304
H -5.652 -4.423 4.117
C -0.742 -5.136 -4.563
N -1.226 -3.793 -4.323
C -1.959 -3.111 -5.247
C -2.423 -1.875 -5.005
C -2.158 -1.267 -3.700
O -2.597 -0.140 -3.402
N -1.391 -1.963 -2.823
C -0.913 -3.192 -3.082
O -0.216 -3.837 -2.295
H -0.952 -5.408 -5.597
H -1.226 -5.849 -3.894
H 0.331 -5.188 -4.381
H -2.137 -3.630 -6.181
H -3.004 -1.344 -5.744
```

***

8.
A molecular structure, C20H20ClCuN11O4P in a non-equilibrium geometry. Source: the OMol25 dataset; level of theory: ωB97M-V/def2-TZVPD.

Output
Kohn-Sham gap (alpha / beta): 7.69 / 5.92 eV
<S²>: 0.76
Multiplicity: 2
Net charge: -1
Energy above the lowest of the compared OMol25 structures with the same formula, charge and spin: 0.00 kJ/mol
LUMO level (alpha / beta): 0.0857 / 0.0212 hartree

Structure (XYZ):
```
58
C20H20ClCuN11O4P ωB97M-V/def2-TZVPD
Cu 1.396 -0.741 -0.309
O 2.054 -1.389 -3.502
Cl 0.708 -1.819 -3.203
O 0.316 -2.961 -3.985
O 0.616 -2.193 -1.800
O -0.190 -0.709 -3.453
N 4.029 -2.757 0.518
C 3.015 -2.904 1.423
N 3.037 -3.751 2.454
N 1.836 -3.615 3.069
N 1.058 -2.794 2.355
N 1.813 -2.269 1.321
C 4.247 -1.486 0.018
N 5.463 -1.073 -0.348
N 5.320 0.235 -0.709
N 4.003 0.555 -0.587
N 3.328 -0.526 -0.133
H 4.834 -3.283 0.777
C -2.291 3.379 -2.666
C -3.021 2.235 -2.391
C -2.712 1.355 -1.359
C -1.498 1.599 -0.673
C -0.889 2.845 -0.806
C -1.275 3.750 -1.796
P -0.569 0.347 0.285
C -1.722 -1.045 0.240
C -2.168 -1.544 -0.977
C -2.909 -2.727 -1.008
C -3.203 -3.393 0.163
C -2.708 -2.931 1.403
C -1.980 -1.777 1.417
C -0.652 1.068 1.897
C -1.894 1.473 2.394
C -1.944 2.168 3.584
C -0.789 2.457 4.272
C 0.433 2.035 3.756
C 0.512 1.313 2.575
H -2.444 3.891 -3.584
H -3.906 1.992 -2.971
H -3.291 0.474 -1.151
H 0.008 3.007 -0.210
H -0.731 4.682 -1.951
H -1.947 -1.077 -1.942
H -3.239 -3.088 -1.983
H -3.831 -4.281 0.089
H -2.857 -3.569 2.264
H -1.622 -1.356 2.349
H -2.809 1.208 1.833
H -2.884 2.634 3.917
H -0.789 3.002 5.214
H 1.368 2.274 4.296
H 1.446 0.900 2.176
N 2.150 2.269 -1.601
N 1.590 1.095 -2.090
H 2.233 2.991 -2.333
H 3.151 2.047 -1.321
H 2.133 0.551 -2.753
H 0.669 1.226 -2.465
```

***

9.
4 unconnected molecules or ions with the total composition C2H12NO3 in a non-equilibrium geometry. Source: the OMol25 dataset; level of theory: ωB97M-V/def2-TZVPD.

Output
Kohn-Sham gap: 10.75 eV
Multiplicity: 1
Net charge: +1
Energy above the lowest of the compared OMol25 structures with the same formula, charge and spin: 83.98 kJ/mol
LUMO level: -0.1637 hartree

Structure (XYZ):
```
18
C2H12NO3 ωB97M-V/def2-TZVPD
C -0.537 -2.148 0.622
C 1.363 -0.653 0.727
N 0.356 -1.102 0.099
H -1.516 -2.055 0.174
H -0.079 -3.118 0.460
H -0.646 -1.973 1.676
H 1.559 -1.059 1.717
H 1.953 0.124 0.260
H -0.040 -0.514 -0.658
H -1.052 2.912 1.562
H -0.248 1.736 2.151
O -0.685 2.046 1.349
H -0.270 0.210 -2.805
H -1.716 -0.217 -2.496
O -0.795 -0.436 -2.309
H 1.171 2.613 -1.219
H 0.249 1.930 -0.320
O 0.932 1.704 -0.989
```

***

10.
3 unconnected molecules or ions with the total composition C11H25BrFN2O5P2S2 in a non-equilibrium geometry. Source: the OMol25 dataset; level of theory: ωB97M-V/def2-TZVPD.

Output
Kohn-Sham gap: 6.27 eV
Multiplicity: 1
Net charge: +1
LUMO level: -0.1691 hartree

Structure (XYZ):
```
49
C11H25BrFN2O5P2S2 ωB97M-V/def2-TZVPD
C -1.183 -2.246 -0.934
C -0.842 -1.430 -1.908
C -0.060 -0.150 -1.647
C 0.099 0.808 -2.842
N 0.112 2.017 -2.463
F 0.070 3.090 -3.247
C 0.287 2.025 -0.967
C 0.363 3.365 -0.173
N 1.476 3.309 0.771
C -0.723 0.906 -0.639
Br -0.769 0.555 1.254
P -2.373 1.692 -1.137
P -4.001 0.413 -0.433
O -3.562 -0.734 0.346
O -5.010 1.294 0.498
O -4.863 -0.042 -1.752
H -1.470 -1.903 0.058
H -1.153 -3.323 -1.097
H -1.100 -1.749 -2.922
H 0.877 -0.413 -1.137
H 0.111 0.505 -3.890
H 1.321 1.650 -0.900
H -0.583 3.609 0.321
H 0.593 4.173 -0.882
H 1.509 2.392 1.212
H 2.341 3.346 0.225
H -2.504 1.692 -2.553
H -5.805 1.432 -0.047
H -5.330 0.763 -2.047
C 6.049 1.325 -1.472
S 4.316 1.299 -1.009
O 4.016 2.597 -0.334
C 4.473 0.054 0.280
H 6.185 2.076 -2.248
H 6.656 1.583 -0.604
H 6.336 0.347 -1.858
H 5.182 0.393 1.035
H 4.811 -0.884 -0.162
H 3.496 -0.093 0.739
C -1.469 -4.835 3.625
S -1.243 -3.294 2.728
O -0.117 -2.563 3.375
C -2.771 -2.524 3.282
H -0.597 -5.463 3.451
H -1.564 -4.630 4.692
H -2.361 -5.342 3.256
H -2.783 -2.471 4.371
H -3.621 -3.104 2.921
H -2.819 -1.519 2.865
```

***

11.
2 unconnected molecules or ions with the total composition CH5O2PS in a non-equilibrium geometry. Source: the OMol25 dataset; level of theory: ωB97M-V/def2-TZVPD.

Output
Kohn-Sham gap (alpha / beta): 7.33 / 8.22 eV
Multiplicity: 1
Net charge: 0
Energy above the lowest of the compared OMol25 structures with the same formula, charge and spin: 515.10 kJ/mol
LUMO level (alpha / beta): -0.0700 / -0.0233 hartree

Structure (XYZ):
```
10
CH5O2PS ωB97M-V/def2-TZVPD
C 0.933 -1.056 -0.288
O -2.310 -1.265 1.180
O -2.354 -1.031 -1.361
P -2.252 1.600 0.141
S -1.817 -0.651 -0.053
H 0.534 -1.829 -0.931
H 1.558 -0.304 -0.622
H 0.956 -1.166 0.822
H -1.059 2.073 -0.346
H -1.813 1.894 1.449
```

***

12.
2 unconnected molecules or ions with the total composition C2H6F2Si in a non-equilibrium geometry. Source: the OMol25 dataset; level of theory: ωB97M-V/def2-TZVPD.

Output
Kohn-Sham gap (alpha / beta): 7.72 / 7.66 eV
SMILES: C[SiH]=C(F)F.[H][H]
Multiplicity: 1
Net charge: 0
Energy above the lowest of the compared OMol25 structures with the same formula, charge and spin: 872.10 kJ/mol
LUMO level (alpha / beta): -0.0227 / -0.0383 hartree

Structure (XYZ):
```
11
C2H6F2Si ωB97M-V/def2-TZVPD
C 0.048 1.268 0.577
Si 0.720 -0.233 -0.312
C -0.566 -0.879 -1.506
F -0.950 0.032 -2.476
F -0.194 -2.004 -2.277
H 0.835 2.072 0.413
H -0.805 1.461 0.004
H -0.169 1.044 1.585
H 1.113 -1.359 0.598
H -1.693 -1.772 -0.552
H -2.062 -2.323 -0.413
```

***

> What is the multiplicity in the eighth record?

2

***

> net charge of number 4 (C6H8)?

0

***

> Which of these has the highest multiplicity?

C20H20ClCuN11O4P